1.
C6H11FSi in the gas phase, computed with ωB97M-V/def2-TZVPD.

```
19
Properties=species:S:1:pos:R:3:lowdin_charge:R:1
C -3.350 -1.069 2.251 0.097
C -2.566 -0.658 1.418 -0.146
C -1.933 -0.211 0.135 -0.241
C -0.470 -0.797 0.042 -0.240
Si 0.880 0.359 -0.618 0.524
C 1.690 1.853 0.401 -0.130
C 2.079 -0.790 -1.523 -0.184
F 0.326 1.409 -1.723 -0.169
H -3.796 -0.951 3.172 -0.002
H -2.642 -0.487 -0.634 0.108
H -1.896 0.890 0.206 0.106
H -0.270 -1.160 1.062 0.072
H -0.488 -1.724 -0.617 0.095
H 0.887 2.478 0.727 0.015
H 2.109 1.526 1.296 -0.013
H 2.444 2.300 -0.165 0.004
H 1.708 -0.825 -2.582 0.042
H 3.158 -0.353 -1.653 0.067
H 2.132 -1.792 -1.194 -0.006
```

## Properties
LUMO level in Eh: 0.0295
Maximum force in eV/A: 3.6
Total charge: 0
SMILES string: C#CCC[Si](C)(C)F
Frontier orbital gap in Ha: 0.397
Energy above the lowest of the compared OMol25 structures with the same formula, charge and spin in kcal per mole: 5.6
E_HOMO in eV: -10.00

2.
4 unconnected molecules or ions with the total composition C21H49BBrNO9, computed with ωB97M-V/def2-TZVPD.

```
82
Properties=species:S:1:pos:R:3:lowdin_charge:R:1
C -1.856 1.553 2.206 -0.136
C -1.072 0.885 1.074 -0.287
C -0.183 1.862 0.263 -0.545
Br -1.242 3.474 -0.122 0.860
B 0.276 1.106 -1.074 -0.332
C -0.741 0.353 -2.031 -0.084
C -1.894 1.195 -2.528 -0.224
O -2.619 0.509 -3.577 -0.004
C -3.706 1.199 -3.945 -0.408
O -4.593 0.729 -4.515 0.137
C 1.815 1.031 -1.463 -0.050
C 2.370 2.200 -2.307 -0.389
O 2.276 1.955 -3.702 -0.016
C 1.810 3.574 -1.992 -0.256
N 2.203 4.037 -0.666 0.024
H -2.825 1.885 1.873 0.057
H -1.329 2.399 2.632 0.067
H -2.027 0.847 3.009 0.071
H -0.426 0.100 1.457 0.119
H -1.813 0.448 0.418 0.090
H 0.674 2.147 0.848 0.076
H -0.211 -0.118 -2.849 0.095
H -1.126 -0.480 -1.438 0.122
H -1.527 2.165 -2.856 0.103
H -2.584 1.346 -1.708 0.101
H -3.687 2.267 -3.683 0.148
H 1.933 0.145 -2.082 0.102
H 2.426 0.837 -0.583 0.108
H 3.433 2.261 -2.105 0.144
H 1.343 2.072 -3.929 0.095
H 2.266 4.248 -2.714 0.113
H 0.739 3.653 -2.172 0.079
H 1.430 4.384 -0.120 0.024
H 2.756 3.363 -0.160 0.067
C -4.401 8.056 3.650 -0.111
O -4.567 7.774 2.272 -0.189
C -3.489 7.032 1.721 -0.201
C -3.840 5.570 1.561 -0.216
O -4.011 4.931 2.819 -0.196
C -5.372 4.745 3.167 -0.110
H -5.347 8.441 4.028 0.089
H -4.133 7.161 4.217 0.083
H -3.630 8.822 3.791 0.088
H -2.588 7.145 2.331 0.128
H -3.281 7.453 0.732 0.126
H -3.013 5.060 1.056 0.032
H -4.735 5.454 0.942 0.130
H -5.816 3.949 2.559 0.088
H -5.950 5.664 3.041 0.085
H -5.410 4.448 4.214 0.089
C -0.001 -2.935 -3.842 -0.105
O 0.831 -2.675 -2.722 -0.210
C 0.931 -3.785 -1.839 -0.197
C 2.237 -4.525 -2.017 -0.202
O 2.305 -5.161 -3.286 -0.188
C 3.107 -4.457 -4.219 -0.110
H 0.138 -2.124 -4.556 0.090
H 0.258 -3.879 -4.326 0.086
H -1.053 -2.956 -3.537 0.092
H 0.083 -4.463 -1.971 0.129
H 0.890 -3.388 -0.819 0.122
H 2.302 -5.311 -1.258 0.120
H 3.088 -3.850 -1.875 0.126
H 4.167 -4.564 -3.966 0.088
H 2.847 -3.397 -4.257 0.083
H 2.936 -4.895 -5.201 0.089
C 2.481 -5.983 4.818 -0.112
O 3.559 -6.763 4.333 -0.190
C 3.201 -7.588 3.234 -0.205
C 3.674 -7.004 1.921 -0.203
O 2.992 -5.797 1.608 -0.203
C 3.774 -4.645 1.876 -0.113
H 2.887 -5.248 5.511 0.089
H 1.966 -5.458 4.010 0.083
H 1.766 -6.616 5.356 0.089
H 2.120 -7.757 3.211 0.126
H 3.690 -8.555 3.384 0.126
H 3.452 -7.716 1.119 0.126
H 4.756 -6.845 1.938 0.127
H 4.570 -4.548 1.129 0.088
H 4.215 -4.680 2.875 0.085
H 3.125 -3.772 1.811 0.086
```

## Properties
LUMO level in Eh: -0.0003
Maximum force in eV/A: 3.9
Total charge: 0
SMILES string: CC[C@H](Br)B(CCOC=O)C[C@@H](O)CN.COCCOC.COCCOC.COCCOC
Frontier orbital gap in Ha: 0.340
Energy above the lowest of the compared OMol25 structures with the same formula, charge and spin in kcal per mole: 0.0
E_HOMO in eV: -9.25

3.
A molecular structure, C12H26F6GeN3O4S2V, computed with ωB97M-V/def2-TZVPD.

```
55
Properties=species:S:1:pos:R:3:mulliken_spin:R:1
V -0.237 -0.064 0.407 1.916
C 1.755 -1.878 -1.507 0.028
N 2.013 -0.889 -0.456 -0.059
C 2.876 0.156 -1.004 0.031
C 2.658 -1.503 0.705 -0.035
C 2.419 -0.659 1.939 0.074
N 0.990 -0.599 2.250 -0.048
C 0.754 0.386 3.322 0.050
C 0.503 -1.905 2.760 0.018
H 2.699 -2.301 -1.882 0.001
H 1.235 -1.393 -2.332 -0.004
H 1.113 -2.670 -1.134 0.005
H 3.835 -0.269 -1.335 0.005
H 3.075 0.932 -0.265 -0.025
H 2.379 0.627 -1.850 -0.012
H 3.740 -1.616 0.551 -0.002
H 2.247 -2.504 0.838 0.002
H 2.759 0.362 1.753 -0.020
H 2.978 -1.044 2.801 0.008
H 1.314 0.111 4.224 0.003
H -0.308 0.422 3.545 0.001
H 1.064 1.378 2.997 -0.020
H 1.046 -2.152 3.681 0.003
H 0.621 -2.692 2.024 -0.002
H -0.565 -1.837 2.960 -0.001
F -3.787 2.860 1.130 0.000
C -3.905 1.598 0.759 0.003
F -3.455 1.548 -0.438 0.007
F -1.097 1.252 1.371 0.025
S -2.230 -1.929 0.147 0.030
O -0.632 -1.866 0.175 0.023
O -2.638 -2.458 1.454 -0.001
N -2.375 -3.119 -0.957 0.008
S -3.524 -3.144 -1.995 0.002
O -3.164 -3.916 -3.154 0.000
O -4.199 -1.886 -2.199 0.000
C -4.795 -4.223 -1.199 0.000
F -5.240 -3.665 -0.067 0.000
F -5.857 -4.402 -2.007 0.000
F -4.294 -5.430 -0.904 0.000
C 1.369 3.390 0.586 0.024
Ge 0.471 3.013 -1.133 0.027
C -1.143 4.133 -1.160 0.059
C 1.693 3.561 -2.592 0.013
C 0.056 1.148 -1.241 0.956
H 1.498 4.465 0.724 0.001
H 2.349 2.911 0.644 -0.002
H 0.742 3.012 1.394 0.000
H -0.898 5.196 -1.136 0.002
H -1.748 3.890 -0.285 -0.007
H -1.740 3.917 -2.047 -0.001
H 1.894 4.634 -2.560 0.000
H 1.260 3.313 -3.563 0.000
H 2.643 3.030 -2.506 0.000
H -0.219 0.773 -2.230 -0.085
```

## Properties
LUMO level (spin up / spin down) in Eh: 0.0859 / 0.0831
Maximum force in eV/A: 1.4
Total charge: -1
Frontier orbital gap (spin up / spin down) in Ha: 0.271 / 0.279
Energy above the lowest of the compared OMol25 structures with the same formula, charge and spin in kcal per mole: 0.0
E_HOMO (spin up / spin down) in eV: -5.05 / -5.32
Spin multiplicity: 4

4.
2 unconnected molecules or ions with the total composition C5H12O, computed with ωB97M-V/def2-TZVPD.

```
18
Properties=species:S:1:pos:R:3:lowdin_charge:R:1
C 2.554 -0.129 0.359 -0.117
C 1.559 -1.000 -0.423 -0.234
C 0.131 -0.635 -0.196 -0.190
O -0.463 0.058 -1.123 -0.072
C -1.675 0.553 -1.093 -0.259
C -2.594 0.125 -0.019 -0.118
H 3.586 -0.457 0.188 0.067
H 2.356 -0.180 1.436 0.071
H 2.470 0.919 0.053 0.068
H 1.714 -2.053 -0.151 0.105
H 1.766 -0.920 -1.497 0.113
H -0.416 -0.872 0.710 0.105
H -0.015 1.828 0.823 0.068
H -1.974 0.988 -2.036 0.105
H -0.522 2.098 0.336 0.058
H -3.600 0.512 -0.193 0.077
H -2.260 0.463 0.976 0.068
H -2.643 -0.980 0.037 0.087
```

## Properties
LUMO level (spin up / spin down) in Eh: 0.0445 / 0.0435
Maximum force in eV/A: 0.5
Total charge: 0
Frontier orbital gap (spin up / spin down) in Ha: 0.297 / 0.297
Energy above the lowest of the compared OMol25 structures with the same formula, charge and spin in kcal per mole: 96.1
E_HOMO (spin up / spin down) in eV: -6.86 / -6.91

5.
9 unconnected molecules or ions with the total composition C17H28BF4N3O20, computed with ωB97M-V/def2-TZVPD.

```
73
Properties=species:S:1:pos:R:3:lowdin_charge:R:1
B 0.862 7.232 -2.220 -0.484
H 0.813 7.478 -3.269 -0.133
H -0.145 7.332 -1.846 -0.135
H 1.230 6.239 -2.014 -0.114
H 1.414 7.977 -1.667 -0.131
C 0.994 -0.070 -0.065 -0.061
C 0.956 1.369 0.394 -0.884
O -0.018 2.094 0.157 -0.088
O 1.859 1.769 1.114 -0.098
H 2.037 -0.364 -0.180 0.045
H 0.503 -0.097 -1.038 0.056
H 0.520 -0.753 0.639 0.050
C 1.342 -0.215 5.835 -0.080
C 2.691 -0.755 6.351 -0.307
O 2.507 -2.138 6.142 0.147
C 1.514 -2.412 5.333 -0.567
O 1.291 -3.398 4.700 0.167
O 0.751 -1.298 5.222 0.089
F 2.800 -0.710 7.660 0.090
H 1.618 0.623 5.196 0.144
H 0.789 0.240 6.656 0.140
H 3.586 -0.326 5.901 0.174
C -3.892 -0.609 2.334 -0.098
C -4.297 0.371 1.252 -0.268
O -4.342 1.640 1.886 0.163
C -4.433 1.409 3.181 -0.475
O -4.732 2.319 3.978 0.107
O -4.342 0.042 3.474 0.058
F -5.555 0.034 0.836 0.050
H -2.827 -0.841 2.360 0.143
H -4.364 -1.589 2.257 0.136
H -3.669 0.456 0.365 0.177
C 6.665 1.214 0.445 -0.070
C 6.433 -0.087 1.127 -0.292
O 7.329 -0.129 2.183 0.168
C 7.752 1.086 2.404 -0.511
O 8.294 1.453 3.470 0.096
O 7.421 1.934 1.380 0.086
F 6.589 -1.220 0.329 0.039
H 5.799 1.821 0.180 0.158
H 7.157 1.007 -0.506 0.142
H 5.407 -0.154 1.489 0.177
C -4.057 4.179 -3.661 -0.049
C -5.154 4.617 -2.649 -0.270
O -6.150 3.625 -2.908 0.139
C -5.793 2.825 -3.931 -0.610
O -6.457 2.018 -4.473 0.169
O -4.744 3.316 -4.551 0.090
F -5.473 5.810 -3.163 0.062
H -3.258 3.697 -3.098 0.142
H -3.576 4.953 -4.258 0.147
H -4.645 4.787 -1.700 0.178
C -2.955 -6.137 1.767 0.012
N -2.474 -5.821 0.446 -0.416
O -2.166 -4.627 0.256 0.060
O -2.395 -6.745 -0.411 0.032
H -4.038 -6.033 1.824 0.104
H -2.484 -5.382 2.396 0.106
H -2.759 -7.181 2.011 0.100
C 6.192 -3.197 -4.285 0.039
N 5.016 -2.297 -3.971 -0.428
O 5.204 -1.103 -3.731 0.050
O 3.890 -2.719 -4.133 0.066
H 7.079 -3.145 -3.654 0.091
H 6.583 -2.857 -5.244 0.092
H 5.774 -4.197 -4.395 0.090
C -4.490 -2.844 -3.745 0.039
N -3.197 -2.353 -4.316 -0.455
O -2.531 -3.039 -5.059 0.060
O -2.852 -1.280 -3.877 0.075
H -4.613 -3.923 -3.844 0.088
H -5.301 -2.443 -4.352 0.096
H -4.481 -2.479 -2.718 0.096
```

## Properties
LUMO level in Eh: 0.0834
Maximum force in eV/A: 5.6
Total charge: -2
Frontier orbital gap in Ha: 0.154
Energy above the lowest of the compared OMol25 structures with the same formula, charge and spin in kcal per mole: 0.0
E_HOMO in eV: -1.92

6.
5 unconnected molecules or ions with the total composition C24H53BrNO8, computed with ωB97M-V/def2-TZVPD.

```
87
Properties=species:S:1:pos:R:3:lowdin_charge:R:1
C 4.397 3.591 1.339 0.007
C 3.155 4.022 0.618 -0.524
O 3.161 4.374 -0.540 0.101
O 1.986 4.054 1.349 -0.043
C 1.403 2.741 1.523 -0.176
C 0.800 2.191 0.255 -0.164
C 0.225 0.779 0.509 -0.179
C 0.902 -0.327 -0.296 -0.182
C 1.198 -1.625 0.472 -0.195
C 1.942 -1.472 1.798 -0.197
C 3.439 -1.771 1.679 -0.194
C 4.143 -0.581 1.026 -0.246
N 5.368 -0.918 0.296 -0.066
C 5.275 -0.744 -1.121 -0.599
Br 4.921 1.152 -1.649 0.627
C 4.301 -1.720 -1.848 -0.756
O 3.794 -2.650 -1.179 -0.044
O 4.178 -1.490 -3.052 -0.074
H 5.224 4.091 0.863 0.086
H 4.466 2.513 1.251 0.051
H 4.329 3.829 2.391 0.084
H 2.161 2.048 1.883 0.115
H 0.621 2.889 2.254 0.125
H 0.008 2.857 -0.056 0.098
H 1.541 2.106 -0.530 0.105
H 0.203 0.588 1.579 0.100
H -0.810 0.825 0.193 0.079
H 0.222 -0.585 -1.100 0.085
H 1.808 0.002 -0.794 0.089
H 0.243 -2.084 0.686 0.087
H 1.709 -2.289 -0.207 0.079
H 1.840 -0.487 2.249 0.088
H 1.524 -2.191 2.497 0.098
H 3.637 -2.700 1.169 0.086
H 3.821 -1.869 2.698 0.096
H 3.421 -0.047 0.416 0.065
H 4.420 0.099 1.831 0.105
H 6.111 -0.309 0.606 0.088
H 6.249 -0.957 -1.532 0.083
C -4.229 -2.294 -1.020 -0.063
C -3.346 -1.693 0.065 -0.485
C -3.743 -0.256 0.367 -0.061
O -1.981 -1.744 -0.334 -0.052
H -4.128 -1.729 -1.950 0.079
H -3.930 -3.322 -1.229 0.076
H -5.281 -2.290 -0.724 0.075
H -3.423 -2.294 0.973 0.138
H -3.624 0.369 -0.523 0.080
H -3.097 0.161 1.141 0.073
H -4.780 -0.187 0.703 0.068
H -1.886 -1.216 -1.135 0.075
C -2.315 2.332 -4.646 -0.067
C -1.836 2.505 -3.211 -0.492
C -0.671 3.481 -3.128 -0.049
O -1.456 1.239 -2.667 -0.062
H -1.513 1.928 -5.269 0.082
H -3.147 1.628 -4.690 0.075
H -2.639 3.283 -5.072 0.076
H -2.661 2.864 -2.593 0.134
H 0.182 3.113 -3.703 0.091
H -0.339 3.586 -2.096 0.061
H -0.946 4.466 -3.508 0.079
H -0.721 0.898 -3.189 0.094
C 0.724 -6.488 -0.427 -0.071
C 1.697 -5.323 -0.560 -0.488
C 3.107 -5.796 -0.869 -0.061
O 1.699 -4.552 0.636 -0.056
H 1.024 -7.146 0.396 0.073
H -0.280 -6.125 -0.202 0.072
H 0.685 -7.079 -1.344 0.073
H 1.361 -4.654 -1.352 0.142
H 3.483 -6.432 -0.058 0.075
H 3.775 -4.938 -0.956 0.058
H 3.140 -6.366 -1.800 0.077
H 1.998 -5.115 1.357 0.090
C -5.539 2.630 3.973 -0.064
C -5.383 2.740 2.464 -0.499
C -5.627 4.162 1.983 -0.064
O -6.283 1.844 1.814 -0.061
H -6.555 2.899 4.274 0.078
H -5.364 1.605 4.301 0.079
H -4.839 3.286 4.493 0.079
H -4.380 2.424 2.176 0.133
H -6.646 4.479 2.224 0.078
H -5.514 4.223 0.901 0.079
H -4.930 4.862 2.446 0.080
H -7.180 2.099 2.049 0.083
```

## Properties
LUMO level in Eh: 0.0768
Maximum force in eV/A: 1.5
Total charge: -1
Frontier orbital gap in Ha: 0.252
E_HOMO in eV: -4.78

7.
C5H9NO2 in the gas phase, computed with ωB97M-V/def2-TZVPD.

```
17
Properties=species:S:1:pos:R:3:lowdin_charge:R:1
N -2.575 -1.293 -0.955 0.011
C -1.302 -0.640 -0.794 -0.185
C -1.214 0.606 -0.334 -0.173
C 0.028 1.302 -0.046 -0.167
C 0.841 0.542 1.119 -0.060
C 2.022 -0.091 0.435 -0.489
O 2.190 -0.104 -0.739 0.093
O 3.068 -0.604 1.195 0.101
H -3.412 -0.859 -0.481 0.105
H -2.743 -1.849 -1.741 0.037
H -0.339 -1.275 -0.944 0.144
H -2.099 1.113 -0.294 0.070
H 0.690 1.188 -1.032 0.150
H -0.051 2.325 0.078 0.076
H 0.271 -0.233 1.647 0.124
H 0.993 1.098 2.027 0.107
H 3.632 -1.224 0.858 0.056
```

## Properties
LUMO level in Eh: 0.0327
Maximum force in eV/A: 6.2
Total charge: 0
SMILES string: N/C=C/CCC(=O)O
Frontier orbital gap in Ha: 0.324
Energy above the lowest of the compared OMol25 structures with the same formula, charge and spin in kcal per mole: 51.8
E_HOMO in eV: -7.94

8.
2 unconnected molecules or ions with the total composition C2H3FS3, computed with ωB97M-V/def2-TZVPD.

```
9
Properties=species:S:1:pos:R:3:mulliken_spin:R:1
C -3.907 0.173 -0.080 0.350
C -0.100 -0.091 -0.376 -0.002
F 1.278 -0.032 -0.325 0.001
S -3.622 1.570 0.444 0.775
S -4.241 -1.258 -0.554 0.859
S -0.565 -1.571 0.508 0.009
H -0.487 0.917 0.177 0.008
H -0.378 0.006 -1.533 -0.001
H 0.054 -2.478 -0.247 0.001
```

## Properties
LUMO level (spin up / spin down) in Eh: 0.0047 / -0.1298
Maximum force in eV/A: 3.4
Total charge: 0
Frontier orbital gap (spin up / spin down) in Ha: 0.237 / 0.229
Energy above the lowest of the compared OMol25 structures with the same formula, charge and spin in kcal per mole: 6.6
E_HOMO (spin up / spin down) in eV: -6.33 / -9.76
Spin multiplicity: 3